Entry from OMol25: a 3-piece molecular cluster, C2H10N2O2 overall (the ωB97M-V functional and the def2-TZVPD basis).

ORCA input file:
```
! wB97M-V def2-TZVPD RIJCOSX def2/J DEFGRID3
* xyz 0 1
C -1.385 -2.103 1.176
N -0.587 -0.831 1.214
C -0.917 0.262 0.459
N -0.150 1.008 -0.238
H -2.241 -1.942 0.558
H -0.853 -2.911 0.804
H -1.639 -2.343 2.203
H 0.437 -0.890 1.576
H -2.040 0.437 0.343
H -0.654 1.847 -0.402
H -0.272 -2.245 -1.834
H -0.193 -2.631 -3.172
O -0.207 -3.056 -2.356
H 3.292 5.857 -0.388
H 3.764 4.615 0.487
O 3.645 4.925 -0.430
*
```

Properties
Gap between HOMO and LUMO ... 9.9578 eV
SMILES ... [H]/N=C/NC.O.O
Energy relative to the best compared isomer or geometry (same formula, charge and spin) ... 33.49 kcal/mol
E_HOMO ... -9.0 eV
Lowest unoccupied orbital energy ... 0.9 eV

Löwdin population analysis, charges in e, atoms 1 to 6: C -0.07; N -0.08; C -0.40; N 0.05; H 0.07; H 0.05

=====

Entry from OMol25: a 4-piece molecular cluster, C24H31BF25IO5Si overall (the ωB97M-V functional and the def2-TZVPD basis).

ORCA input file:
```
! wB97M-V def2-TZVPD RIJCOSX def2/J DEFGRID3
* xyz 0 1
C 8.036 -6.816 4.409
C 6.811 -6.330 5.156
F 7.051 -6.503 6.540
B 6.532 -4.783 4.964
C 5.320 -4.183 4.191
C 4.254 -5.165 3.740
O 3.392 -5.501 4.822
Si 1.842 -4.925 4.687
C 0.990 -5.326 6.310
C 1.750 -3.064 4.445
C 0.852 -5.734 3.322
C 7.542 -3.733 5.640
C 8.439 -3.057 4.637
O 8.116 -2.056 4.030
I 10.418 -3.890 4.280
H 7.907 -7.827 4.060
H 8.880 -6.798 5.075
H 8.238 -6.178 3.559
H 5.973 -6.974 4.923
H 5.659 -3.618 3.321
H 4.858 -3.446 4.840
H 4.734 -6.081 3.413
H 3.715 -4.791 2.875
H 1.255 -4.615 7.074
H -0.078 -5.344 6.171
H 1.309 -6.317 6.611
H 0.774 -2.764 4.795
H 1.807 -2.810 3.399
H 2.496 -2.510 4.999
H 0.891 -6.814 3.369
H 1.113 -5.409 2.323
H -0.180 -5.456 3.485
H 8.081 -4.169 6.470
H 6.935 -2.929 6.025
C 0.643 -1.117 -0.260
C 1.567 -2.114 0.462
C 2.819 -2.610 -0.267
F 2.536 -3.245 -1.419
F 3.460 -3.490 0.545
F 0.834 -3.154 0.920
F 2.039 -1.455 1.557
O -0.515 -1.632 -0.912
C -0.470 -2.132 -2.195
C -0.776 -3.634 -2.260
F 0.026 -4.343 -1.446
F -0.586 -4.058 -3.530
F 0.680 -1.810 -2.818
F -1.468 -1.532 -2.892
H 0.238 -0.500 0.539
H 1.196 -0.436 -0.905
H 3.493 -1.774 -0.472
H -1.815 -3.811 -1.970
C -2.619 1.255 -2.310
C -2.271 2.014 -1.022
C -3.393 2.284 -0.017
F -4.390 3.017 -0.548
F -2.878 2.976 1.027
F -1.620 3.157 -1.321
F -1.381 1.224 -0.347
O -2.856 1.988 -3.501
C -4.084 2.516 -3.821
C -4.072 4.047 -3.854
F -3.618 4.569 -2.698
F -5.335 4.503 -4.045
F -5.067 2.033 -3.032
F -4.362 2.119 -5.083
H -1.724 0.693 -2.546
H -3.396 0.511 -2.133
H -3.798 1.340 0.360
H -3.436 4.402 -4.667
C -6.300 8.846 -6.988
C -7.206 9.985 -6.494
C -6.546 11.257 -5.955
F -5.752 11.014 -4.894
F -7.519 12.111 -5.560
F -8.104 9.505 -5.607
F -7.909 10.396 -7.589
O -6.027 7.746 -6.136
C -5.004 7.743 -5.217
C -5.499 7.653 -3.769
F -6.378 8.633 -3.490
F -4.434 7.781 -2.943
F -4.156 8.775 -5.408
F -4.289 6.613 -5.449
H -6.869 8.391 -7.797
H -5.390 9.233 -7.447
H -5.959 11.741 -6.740
H -5.976 6.688 -3.598
*
```

Properties
Gap between HOMO and LUMO ... 9.7337 eV
SMILES ... C[C@@H](F)B(CCO[Si](C)(C)C)CC(=O)I.FC(F)C(F)(F)COC(F)(F)C(F)F.FC(F)C(F)(F)COC(F)(F)C(F)F.FC(F)C(F)(F)COC(F)(F)C(F)F
E_HOMO ... -9.7 eV
Lowest unoccupied orbital energy ... 0.0 eV

Löwdin population analysis, charges in e, atoms 1 to 6: C -0.04; C -0.28; F -0.05; B -0.21; C -0.06; C -0.27

=====

Entry from OMol25: an isolated ion of composition C5H16N3 and charge +1 (the ωB97M-V functional and the def2-TZVPD basis).

ORCA input file:
```
! wB97M-V def2-TZVPD RIJCOSX def2/J DEFGRID3
* xyz 1 1
C -0.044 -1.290 -0.558
C 1.369 -0.786 -0.694
C 1.616 0.204 0.474
C 1.079 1.610 0.246
N -0.358 1.775 0.199
C -1.170 1.302 1.311
N -2.381 0.608 0.820
N -0.366 -2.546 -1.401
H -0.764 -0.538 -0.827
H -0.296 -1.607 0.444
H 1.500 -0.212 -1.614
H 2.109 -1.569 -0.637
H 1.230 -0.216 1.411
H 2.692 0.302 0.650
H 1.457 1.905 -0.737
H 1.653 2.273 0.904
H -0.532 2.752 0.036
H -1.495 2.104 1.961
H -0.582 0.604 1.909
H -3.202 1.165 1.006
H -2.301 0.618 -0.183
H 0.472 -3.126 -1.394
H -1.141 -3.031 -0.952
H -0.546 -2.300 -2.374
*
```

Properties
Gap between HOMO and LUMO ... 8.5808 eV
SMILES ... NCNCCCC[NH3+]
Energy relative to the best compared isomer or geometry (same formula, charge and spin) ... 40.50 kcal/mol
E_HOMO ... -12.2 eV
Lowest unoccupied orbital energy ... -3.6 eV

Löwdin population analysis, charges in e, atoms 1 to 6: C -0.14; C -0.16; C -0.19; C -0.24; N -0.06; C -0.28

=====

Entry from OMol25: H4O2Sn as an isolated structure (the ωB97M-V functional and the def2-TZVPD basis).

ORCA input file:
```
! wB97M-V def2-TZVPD RIJCOSX def2/J DEFGRID3
* xyz 3 2
Sn -4.511 -27.688 13.244
O -4.059 -30.040 14.995
H -3.856 -30.931 14.708
H -3.907 -30.052 15.940
O -5.930 -29.510 11.331
H -5.882 -30.446 11.135
H -6.394 -29.132 10.584
*
```

Properties
Gap between HOMO and LUMO (alpha / beta) ... 7.4112 / 2.5500 eV
<S²> ... 0.75
Energy relative to the best compared isomer or geometry (same formula, charge and spin) ... 0.46 kcal/mol
E_HOMO (alpha / beta) ... -24.8 / -24.8 eV
Lowest unoccupied orbital energy (alpha / beta) ... -17.4 / -22.2 eV

Löwdin population analysis, charges in e, atoms 1 to 6: Sn 1.98; O -0.09; H 0.08; H 0.09; O 0.51; H 0.21

=====

Entry from OMol25: a 18-piece molecular cluster, C36H108O36 overall (the ωB97M-V functional and the def2-TZVPD basis).

ORCA input file:
```
! wB97M-V def2-TZVPD RIJCOSX def2/J DEFGRID3
* xyz 0 1
C 5.577 2.634 -4.391
C 4.533 2.640 -3.325
O 3.710 1.523 -3.540
O 6.205 3.934 -4.543
H 5.273 2.269 -5.372
H 6.237 1.874 -3.973
H 3.861 3.488 -3.461
H 4.869 2.707 -2.291
H 3.339 1.533 -4.426
H 6.944 3.869 -5.152
C 3.092 -0.827 6.723
C 4.374 -0.832 5.845
O 4.363 0.429 5.255
O 3.272 -0.436 8.031
H 2.752 -1.855 6.841
H 2.269 -0.164 6.454
H 4.501 -1.634 5.118
H 5.215 -0.976 6.524
H 3.816 0.473 4.468
H 3.051 0.491 8.147
C 4.298 -1.067 1.677
C 5.147 -0.777 0.360
O 4.306 -0.313 -0.669
O 3.850 0.296 1.957
H 4.905 -1.363 2.532
H 3.494 -1.736 1.371
H 5.806 -1.618 0.145
H 5.968 -0.096 0.584
H 4.701 -0.587 -1.499
H 3.508 0.620 1.121
C -3.635 0.580 -4.574
C -2.843 0.417 -5.861
O -3.624 0.490 -7.059
O -2.787 0.754 -3.446
H -4.147 -0.368 -4.406
H -4.332 1.418 -4.574
H -2.175 -0.444 -5.880
H -2.118 1.210 -6.046
H -3.062 0.662 -7.818
H -3.108 1.459 -2.879
C -0.612 -2.736 6.477
C -1.271 -4.074 6.073
O -0.637 -4.561 4.869
O -0.177 -1.951 5.469
H 0.188 -2.968 7.179
H -1.417 -2.289 7.061
H -2.299 -3.947 5.733
H -1.210 -4.770 6.910
H -0.256 -3.855 4.341
H -0.021 -1.093 5.870
C -0.799 -4.348 -5.585
C -1.420 -3.813 -4.215
O -2.391 -2.805 -4.485
O 0.006 -3.477 -6.339
H -1.444 -4.652 -6.409
H -0.275 -5.293 -5.440
H -0.648 -3.251 -3.691
H -1.756 -4.718 -3.708
H -2.485 -2.298 -3.675
H -0.552 -3.340 -7.109
C 0.156 4.409 -3.905
C -1.099 3.566 -3.639
O -2.230 4.425 -3.767
O 0.499 4.866 -2.645
H 0.067 5.092 -4.750
H 0.883 3.696 -4.294
H -1.118 3.078 -2.665
H -1.188 2.735 -4.339
H -2.219 4.913 -2.940
H 1.266 5.435 -2.745
C -3.919 -2.156 -0.930
C -5.455 -1.748 -1.066
O -5.410 -0.348 -0.889
O -3.233 -1.634 -2.026
H -3.717 -3.219 -1.055
H -3.396 -1.902 -0.008
H -5.913 -2.013 -0.113
H -6.052 -1.967 -1.951
H -5.222 -0.109 0.022
H -3.730 -0.816 -2.103
C 0.494 0.647 -0.575
C -0.915 0.609 0.156
O -0.849 0.826 1.523
O 1.448 -0.299 -0.057
H 0.950 1.619 -0.387
H 0.353 0.480 -1.643
H -1.496 -0.301 0.003
H -1.607 1.345 -0.255
H 0.049 0.619 1.792
H 2.172 -0.517 -0.649
C 6.294 -4.921 0.994
C 5.341 -5.606 0.067
O 4.664 -4.593 -0.623
O 7.530 -4.425 0.339
H 6.593 -5.578 1.811
H 5.760 -4.090 1.455
H 4.639 -6.217 0.635
H 5.731 -6.316 -0.662
H 4.005 -4.965 -1.213
H 8.262 -5.014 0.535
C -5.539 3.612 -1.612
C -6.532 4.522 -2.346
O -7.364 3.762 -3.279
O -5.956 3.504 -0.276
H -4.571 4.102 -1.506
H -5.376 2.642 -2.080
H -6.094 5.264 -3.014
H -7.273 4.937 -1.664
H -8.192 3.432 -2.924
H -6.603 2.796 -0.246
C 6.533 -3.040 -3.100
C 6.104 -2.052 -4.091
O 5.703 -0.940 -3.251
O 7.582 -2.558 -2.206
H 6.885 -3.981 -3.522
H 5.804 -3.323 -2.340
H 5.365 -2.334 -4.841
H 6.951 -1.726 -4.695
H 5.477 -0.150 -3.748
H 7.403 -3.092 -1.428
C -3.469 7.065 -1.198
C -4.166 7.832 -2.405
O -3.338 8.833 -2.852
O -2.583 6.005 -1.562
H -4.156 6.669 -0.451
H -2.794 7.745 -0.678
H -5.129 8.150 -2.006
H -4.554 7.214 -3.215
H -3.826 9.156 -3.613
H -1.698 6.109 -1.204
C -1.444 1.417 8.589
C -0.311 1.509 7.522
O -0.849 0.651 6.423
O -1.335 0.246 9.363
H -2.418 1.462 8.103
H -1.433 2.240 9.303
H 0.678 1.489 7.981
H -0.142 2.505 7.113
H -1.557 1.171 6.035
H -1.283 -0.538 8.811
C -1.492 -6.275 0.501
C -1.504 -5.002 1.320
O -1.263 -3.825 0.588
O -0.247 -6.668 0.033
H -2.089 -6.142 -0.401
H -1.911 -7.165 0.971
H -0.776 -5.061 2.129
H -2.509 -4.829 1.705
H -0.411 -3.940 0.159
H 0.152 -5.818 -0.165
C 1.668 -4.444 -2.654
C 1.415 -3.688 -1.272
O 1.201 -4.557 -0.189
O 2.908 -5.086 -2.829
H 1.595 -3.684 -3.431
H 0.842 -5.094 -2.944
H 0.676 -2.893 -1.377
H 2.317 -3.157 -0.969
H 1.897 -5.207 -0.305
H 3.081 -5.258 -3.758
C -4.311 3.131 2.826
C -4.543 1.617 2.697
O -4.391 1.183 1.298
O -5.335 3.905 2.304
H -3.460 3.500 2.253
H -3.986 3.357 3.842
H -5.512 1.369 3.129
H -3.775 1.139 3.304
H -3.727 1.709 0.846
H -5.478 3.648 1.390
C -0.776 3.168 4.031
C -0.500 4.284 2.976
O 0.011 5.451 3.566
O -1.620 3.726 4.985
H 0.190 3.024 4.514
H -0.997 2.160 3.680
H -1.431 4.678 2.568
H 0.306 3.968 2.314
H 0.341 5.773 2.724
H -1.371 4.653 5.019
*
```

Properties
Gap between HOMO and LUMO ... 9.2780 eV
Energy relative to the best compared isomer or geometry (same formula, charge and spin) ... 194.39 kcal/mol
E_HOMO ... -9.3 eV
Lowest unoccupied orbital energy ... 0.0 eV

Löwdin population analysis, charges in e, atoms 1 to 6: C -0.24; C -0.25; O -0.07; O -0.06; H 0.12; H 0.11

=====

Entry from OMol25: C4H11N4O2 as an isolated structure (the ωB97M-V functional and the def2-TZVPD basis).

ORCA input file:
```
! wB97M-V def2-TZVPD RIJCOSX def2/J DEFGRID3
* xyz 1 1
C 0.868 1.577 0.420
C -0.279 0.910 1.129
C -0.952 1.043 -0.221
C 3.208 -0.592 -0.179
N 0.059 1.685 -0.725
N -2.006 0.710 -0.812
N 3.980 -1.652 -0.320
N -3.704 -1.376 0.233
O 1.945 1.997 0.697
O 1.979 -0.638 -0.037
H -0.096 -0.119 1.435
H -0.857 1.435 1.952
H 3.625 0.462 -0.033
H 0.472 2.092 -1.573
H -3.663 -2.229 -0.309
H -2.073 1.019 -1.783
H 5.034 -1.488 -0.334
H 3.747 -2.637 -0.337
H -4.466 -0.644 -0.020
H -4.062 -1.663 1.119
H -2.760 0.108 -0.303
*
```

Properties
Gap between HOMO and LUMO ... 10.2491 eV
Energy relative to the best compared isomer or geometry (same formula, charge and spin) ... 31.50 kcal/mol
E_HOMO ... -13.0 eV
Lowest unoccupied orbital energy ... -2.7 eV

Löwdin population analysis, charges in e, atoms 1 to 6: C -0.43; C 0.06; C -0.32; C -0.39; N 0.23; N 0.25